76
Properties=species:S:1:pos:R:3:mulliken_spin:R:1 method="wB97M-V/def2-TZVPD" largest_force_ev_per_a=2.99 e_homo_ev="-16.701 / -16.701" e_lumo_ev="-10.5 / -10.2" gap_ev="6.2 / 6.5" de_lowest_ev=0.894 charge=+3 multiplicity=2
Tc 0.782 -0.584 -0.568 0.861
C -1.598 -2.516 -0.951 -0.001
C -2.223 -2.293 0.396 0.010
C -1.304 -1.949 1.532 0.001
C -1.816 -2.133 2.809 0.002
C -1.064 -1.835 3.920 0.003
C 0.225 -1.358 3.726 -0.002
C 0.675 -1.182 2.446 -0.007
N -0.057 -1.457 1.329 -0.009
N -1.006 -1.291 -1.607 -0.054
C -0.431 -1.747 -2.918 0.017
C 0.690 -2.692 -2.617 -0.006
C 1.041 -3.758 -3.416 -0.001
C 2.041 -4.617 -2.982 0.001
C 2.637 -4.401 -1.745 0.000
C 2.249 -3.307 -1.004 0.001
N 1.308 -2.453 -1.445 -0.007
C -2.126 -0.346 -1.870 0.016
C -1.572 0.949 -2.354 -0.004
C -2.210 1.752 -3.282 0.001
C -1.648 2.988 -3.560 0.001
C -0.483 3.365 -2.902 -0.004
C 0.085 2.483 -2.000 0.001
N -0.452 1.290 -1.729 -0.026
H -2.359 -2.898 -1.636 -0.001
H -0.825 -3.273 -0.873 0.000
H -2.709 -3.238 0.647 0.000
H -3.041 -1.569 0.372 0.000
H -2.825 -2.509 2.911 0.000
H -1.468 -1.968 4.915 0.000
H 0.872 -1.116 4.558 0.000
H 1.651 -0.781 2.279 0.004
H -0.082 -0.875 -3.469 0.004
H -1.211 -2.244 -3.499 0.001
H 0.527 -3.926 -4.354 0.001
H 2.331 -5.464 -3.589 0.000
H 3.384 -5.078 -1.354 0.000
H 2.668 -3.108 -0.029 -0.001
H -2.667 -0.178 -0.942 -0.002
H -2.820 -0.807 -2.577 -0.001
H -3.119 1.426 -3.773 0.000
H -2.112 3.651 -4.279 0.000
H -0.019 4.323 -3.092 0.000
H 0.998 2.743 -1.471 -0.001
O -5.373 3.080 1.918 0.000
C -4.645 3.498 3.049 0.000
N -3.240 3.479 2.686 0.000
C -2.594 2.331 2.436 -0.001
O -3.046 1.213 2.616 -0.001
C -1.198 2.430 1.856 -0.009
C -0.231 3.385 2.135 0.008
C 1.032 3.247 1.569 -0.005
C 1.306 2.154 0.773 0.028
N 0.366 1.220 0.520 -0.004
C -0.853 1.378 1.040 0.018
H -6.251 2.796 2.200 0.000
H -4.802 2.853 3.911 0.000
H -4.881 4.528 3.315 0.000
H -2.810 4.354 2.435 0.000
H -0.444 4.220 2.794 0.000
H 1.809 3.977 1.751 0.000
H 2.278 2.007 0.320 0.000
H -1.597 0.623 0.830 -0.008
O 3.778 1.588 -1.530 0.028
S 2.950 0.924 -2.515 0.008
N 1.769 0.132 -2.041 0.144
C 5.186 -0.776 -0.254 0.001
S 3.956 -0.885 1.014 0.000
C 4.362 0.566 1.944 0.000
O 2.623 -0.521 0.325 -0.003
H 5.172 0.221 -0.696 0.000
H 4.985 -1.552 -0.991 0.000
H 6.142 -0.980 0.233 0.000
H 5.296 0.353 2.469 0.000
H 3.565 0.724 2.668 0.000
H 4.471 1.413 1.266 0.000

=====

14
Properties=species:S:1:pos:R:3:nbo_charge:R:1 method="wB97M-V/def2-TZVPD" largest_force_ev_per_a=0.51 e_homo_ev=-8.009 e_lumo_ev=0.7 gap_ev=8.8 de_lowest_ev=7.164 multiplicity=1
C 1.165 -0.244 -0.654 -0.427
C -0.036 -1.137 -0.368 -0.212
C -1.231 -0.292 0.016 -0.117
C -0.445 -0.926 1.046 -0.132
N -0.359 0.521 1.047 -0.313
C 0.674 0.999 0.099 -0.210
C -0.484 1.595 -0.668 -0.107
H 1.295 -0.028 -1.718 0.228
H 2.087 -0.673 -0.247 0.209
H -0.196 -2.093 -0.858 0.237
H -2.290 -0.255 -0.179 0.258
H -0.706 -1.502 1.920 0.242
H 1.415 1.642 0.579 0.216
H -0.889 2.392 -0.014 0.128

=====

32
Properties=species:S:1:pos:R:3:nbo_charge:R:1 method="wB97M-V/def2-TZVPD" largest_force_ev_per_a=3.49 smiles="COC(=O)C(OC)(Oc1c([O-])c(Cl)c(Cl)c(Cl)c1Cl)C(=O)OC" e_homo_ev=-3.611 e_lumo_ev=2.8 gap_ev=6.4 de_lowest_ev=0.000 charge=-1 multiplicity=1
C 1.519 -4.170 -0.319 -0.268
O 0.478 -3.162 -0.160 -0.493
C 0.713 -1.971 -0.719 0.782
O 1.566 -1.742 -1.561 -0.580
C -0.405 -0.966 -0.405 0.372
O -1.467 -1.676 -0.798 -0.522
C -2.767 -1.343 -0.384 -0.253
O -0.474 -0.619 0.995 -0.499
C 0.262 0.497 1.316 0.101
C 1.641 0.331 1.761 0.419
O 2.114 -0.731 2.162 -0.680
C 2.386 1.622 1.791 -0.215
Cl 4.052 1.543 2.046 0.019
C 1.728 2.830 1.679 -0.048
Cl 2.631 4.299 1.688 0.002
C 0.320 2.885 1.584 -0.217
Cl -0.483 4.392 1.511 -0.012
C -0.409 1.702 1.416 -0.073
Cl -2.125 1.739 1.260 -0.004
C -0.267 0.325 -1.270 0.761
O 0.773 0.963 -1.383 -0.561
O -1.417 0.751 -1.772 -0.529
C -1.587 2.163 -2.079 -0.261
H 1.023 -5.154 -0.246 0.185
H 2.028 -4.064 -1.294 0.206
H 2.249 -4.019 0.496 0.204
H -3.268 -2.297 -0.458 0.179
H -2.698 -0.971 0.637 0.208
H -3.199 -0.619 -1.052 0.180
H -2.594 2.246 -2.495 0.187
H -1.498 2.723 -1.137 0.212
H -0.825 2.495 -2.810 0.199

=====

8
Properties=species:S:1:pos:R:3:nbo_charge:R:1 method="wB97M-V/def2-TZVPD" largest_force_ev_per_a=3.87 smiles="C1=NSCS1" e_homo_ev=-8.339 e_lumo_ev=0.2 gap_ev=8.6 de_lowest_ev=1.127 multiplicity=1
C 0.171 -1.405 -0.019 -0.038
N 1.311 -0.920 0.168 -0.591
S 1.610 0.657 -0.030 0.406
C -0.494 1.105 -0.048 -0.697
S -1.353 -0.436 -0.007 0.235
H -0.081 -2.499 -0.090 0.213
H -0.526 1.805 -0.946 0.237
H -0.637 1.693 0.972 0.234

=====

74
Properties=species:S:1:pos:R:3:mulliken_spin:R:1 method="wB97M-V/def2-TZVPD" largest_force_ev_per_a=3.67 e_homo_ev="-12.656 / -14.104" e_lumo_ev="-7.3 / -9.5" gap_ev="5.4 / 4.7" de_lowest_ev=2.298 charge=+2 multiplicity=5
Pt 0.106 -0.690 -2.536 0.634
C -0.862 -1.761 0.059 0.179
C 0.438 -1.841 -0.708 0.519
C 0.699 -0.647 1.327 0.227
C -0.694 -0.980 1.188 0.228
C 1.411 -1.174 0.268 0.060
C -2.090 -2.465 -0.343 0.020
H -1.942 -3.117 -1.212 0.001
H -2.911 -1.772 -0.566 0.017
H -2.439 -3.096 0.486 0.015
C -1.758 -0.550 2.115 -0.013
H -2.735 -0.911 1.774 -0.004
H -1.781 0.546 2.129 0.005
H -1.600 -0.891 3.149 0.011
C 1.241 0.143 2.457 -0.008
H 0.722 -0.118 3.390 0.007
H 1.042 1.209 2.273 0.010
H 2.323 0.009 2.583 0.000
C 2.881 -1.340 0.272 -0.007
H 3.178 -1.789 1.235 0.023
H 3.424 -0.386 0.209 0.026
H 3.272 -1.985 -0.524 -0.006
C 0.830 -3.201 -1.172 -0.006
H 0.842 -3.857 -0.297 0.016
H 1.828 -3.167 -1.625 0.011
H 0.085 -3.543 -1.899 0.007
C -1.599 0.847 -5.607 0.007
C -1.389 -0.485 -5.688 -0.004
C -0.510 -1.160 -6.692 0.065
C 0.988 -0.774 -6.504 0.027
C 1.270 -0.191 -5.178 0.285
C 1.359 1.205 -4.929 0.047
C 0.644 2.163 -5.990 0.022
C -0.828 1.869 -6.393 -0.008
H -0.813 -0.918 -7.723 -0.003
H 1.309 -0.106 -7.321 0.007
H -0.621 -2.251 -6.589 0.003
H -0.850 1.589 -7.467 0.000
H -2.540 1.223 -5.178 0.000
H -2.022 -1.172 -5.149 0.013
H -1.396 2.811 -6.329 0.000
H 0.737 3.216 -5.662 0.004
H 2.396 1.662 -4.837 0.078
H 1.235 2.133 -6.931 0.005
H 1.600 -1.684 -6.649 0.000
H 1.496 -0.949 -4.411 0.106
P -1.705 0.806 -2.325 0.247
C -2.822 1.614 -1.153 0.161
C -3.074 -0.182 -3.080 0.031
P 1.336 1.210 -2.949 0.117
C -0.561 2.068 -2.987 -0.052
C 3.143 0.382 -2.944 -0.031
C 1.735 2.111 -1.404 0.008
H -2.374 2.499 -0.645 0.023
H -3.187 0.895 -0.405 -0.014
H -3.698 1.968 -1.732 0.014
H -3.643 0.485 -3.736 0.004
H -3.733 -0.587 -2.296 -0.003
H -2.666 -1.053 -3.610 0.001
H 1.915 3.149 -1.696 0.001
H 2.620 1.697 -0.902 0.003
H 0.914 2.079 -0.670 -0.014
H -0.381 2.852 -2.221 -0.001
H -0.867 2.459 -3.967 0.007
H 3.678 0.710 -2.036 0.002
H 3.740 0.715 -3.812 0.002
H 3.110 -0.722 -2.928 -0.010
Cl -1.361 3.136 3.654 0.032
C -0.680 4.056 2.291 0.094
Cl 1.054 4.265 2.409 0.035
C -0.979 3.242 1.006 -0.038
O -1.852 3.769 0.245 0.726
O -0.368 2.160 0.841 0.038
H -1.184 5.024 2.238 -0.008

=====

113
Properties=species:S:1:pos:R:3:lowdin_charge:R:1 method="wB97M-V/def2-TZVPD" largest_force_ev_per_a=1.44 smiles="C#CC[C@](C#N)([C@@](C#N)(CSCC)B(O)N(C)C)P(=O)(O)O.COC(=O)OC.COC(=O)OC.COC(=O)OC.COC(=O)OC.COC(=O)OC.COC(=O)OC" e_homo_ev=-8.537 e_lumo_ev=-0.2 gap_ev=8.4 multiplicity=1
C 1.078 -0.508 -2.737 0.142
C 0.905 0.591 -2.277 -0.148
C 0.667 1.965 -1.860 -0.140
C -0.440 2.703 -2.674 -0.337
C -0.127 4.128 -2.507 -0.214
N 0.151 5.225 -2.359 0.259
C -1.880 2.470 -2.095 -0.288
C -2.063 1.049 -1.841 -0.223
N -2.162 -0.070 -1.645 0.241
C -1.999 3.159 -0.675 -0.388
S -2.884 4.743 -0.674 0.932
C -1.949 5.863 0.418 -0.504
C -0.683 5.293 1.032 -0.155
B -3.082 2.971 -3.055 -0.675
O -2.843 4.043 -3.831 0.179
N -4.394 2.328 -3.133 -0.105
C -5.110 2.124 -1.881 -0.081
C -4.421 1.145 -4.012 -0.064
P -0.329 2.374 -4.495 0.500
O -1.248 1.318 -4.902 -0.197
O 1.196 1.994 -4.834 -0.091
O -0.562 3.749 -5.271 -0.093
H 1.298 -1.472 -3.127 0.050
H 0.420 1.972 -0.800 0.125
H 1.600 2.515 -1.965 0.130
H -1.010 3.276 -0.248 0.052
H -2.533 2.479 -0.022 0.084
H -1.673 6.725 -0.182 0.062
H -2.635 6.203 1.187 0.062
H -0.194 6.046 1.641 0.078
H -0.898 4.404 1.619 0.074
H 0.016 5.041 0.238 0.040
H -3.670 4.301 -4.258 0.138
H -6.007 1.539 -2.064 0.090
H -4.532 1.638 -1.088 0.078
H -5.447 3.082 -1.491 0.076
H -4.360 0.228 -3.428 0.081
H -5.372 1.119 -4.547 0.084
H -3.632 1.192 -4.754 0.071
H 1.770 2.768 -4.736 0.090
H 0.238 4.292 -5.232 0.088
C 1.009 -1.647 0.870 -0.031
O 1.970 -2.456 1.561 -0.001
C 3.237 -2.145 1.300 -0.613
O 3.605 -1.273 0.557 0.122
O 4.017 -2.964 2.006 0.005
C 5.419 -2.755 1.830 -0.030
H 0.027 -2.004 1.169 0.090
H 1.109 -0.600 1.146 0.097
H 1.116 -1.757 -0.207 0.080
H 5.703 -1.751 2.143 0.102
H 5.709 -2.922 0.795 0.090
H 5.923 -3.480 2.464 0.088
C -0.622 -5.017 0.629 -0.032
O -1.846 -4.510 1.163 0.004
C -2.926 -5.212 0.819 -0.624
O -2.936 -6.195 0.127 0.126
O -3.989 -4.637 1.377 0.006
C -5.228 -5.289 1.089 -0.033
H 0.168 -4.360 0.981 0.072
H -0.432 -6.027 0.986 0.100
H -0.641 -5.003 -0.459 0.103
H -5.221 -6.310 1.465 0.099
H -5.427 -5.283 0.020 0.100
H -6.009 -4.728 1.596 0.083
C 6.134 -0.552 -1.203 -0.043
O 6.649 -0.309 -2.519 0.011
C 5.704 -0.041 -3.415 -0.625
O 4.520 -0.037 -3.205 0.120
O 6.292 0.206 -4.588 0.005
C 5.381 0.499 -5.646 -0.041
H 6.992 -0.771 -0.571 0.094
H 5.621 0.328 -0.823 0.099
H 5.456 -1.399 -1.204 0.077
H 4.804 1.394 -5.417 0.090
H 4.712 -0.340 -5.824 0.099
H 5.986 0.676 -6.531 0.093
C -7.890 -4.627 4.379 -0.040
O -8.577 -4.635 3.125 -0.005
C -9.774 -5.221 3.163 -0.626
O -10.286 -5.716 4.131 0.127
O -10.302 -5.162 1.941 0.005
C -11.596 -5.757 1.833 -0.039
H -6.938 -4.131 4.212 0.090
H -8.455 -4.075 5.127 0.098
H -7.706 -5.643 4.722 0.099
H -12.308 -5.250 2.481 0.098
H -11.554 -6.816 2.080 0.098
H -11.901 -5.638 0.797 0.093
C 5.003 -5.615 5.153 -0.039
O 5.944 -6.426 5.857 0.008
C 7.215 -6.127 5.596 -0.627
O 7.596 -5.268 4.844 0.116
O 7.991 -6.942 6.307 0.007
C 9.392 -6.731 6.121 -0.039
H 4.014 -5.954 5.444 0.095
H 5.119 -4.568 5.426 0.098
H 5.122 -5.737 4.078 0.094
H 9.672 -5.725 6.426 0.097
H 9.671 -6.898 5.082 0.097
H 9.896 -7.456 6.753 0.093
C 2.562 11.029 1.411 -0.041
O 2.994 10.250 0.294 0.005
C 2.232 9.186 0.041 -0.627
O 1.254 8.858 0.663 0.114
O 2.737 8.552 -1.012 0.008
C 2.000 7.384 -1.394 -0.072
H 3.265 11.852 1.499 0.093
H 1.562 11.423 1.241 0.097
H 2.579 10.436 2.323 0.097
H 0.984 7.639 -1.676 0.076
H 1.991 6.659 -0.583 0.084
H 2.510 6.957 -2.252 0.084

=====

29
Properties=species:S:1:pos:R:3:mulliken_spin:R:1 method="wB97M-V/def2-TZVPD" largest_force_ev_per_a=3.87 e_homo_ev="-3.894 / -8.279" e_lumo_ev="0.6 / -0.6" gap_ev="4.5 / 7.6" de_lowest_ev=2.348 multiplicity=5
C 0.206 -1.565 -2.836 0.749
C -0.469 -2.773 -3.036 0.252
C -1.757 -3.009 -2.542 0.326
C -2.460 -1.971 -1.881 0.275
C -2.017 -0.623 -1.950 0.928
Rh -0.343 -0.934 -1.199 1.157
P 1.550 0.296 -1.093 0.083
H 1.145 -1.282 -3.386 0.024
H 0.064 -3.545 -3.608 0.044
H -2.203 -3.997 -2.747 0.041
H -2.614 0.270 -1.671 0.024
H -3.428 -2.216 -1.388 0.044
H 1.166 1.683 -1.044 0.008
H 2.475 0.230 -2.193 0.002
H 2.403 0.029 0.048 0.050
N -0.903 0.257 0.629 0.019
C -0.048 0.937 1.605 -0.003
C 0.091 2.317 1.508 0.001
C 0.928 2.984 2.406 -0.003
C 1.627 2.247 3.377 -0.001
C 1.504 0.849 3.429 0.013
C 0.668 0.184 2.522 -0.012
H -1.472 0.968 0.149 -0.042
H -1.552 -0.384 1.084 0.010
H -0.424 2.845 0.703 0.001
H 0.990 4.074 2.352 0.000
H 2.261 2.770 4.099 0.000
H 2.021 0.261 4.191 0.000
H 0.590 -0.903 2.475 0.009

=====

23
Properties=species:S:1:pos:R:3:nbo_charge:R:1 method="wB97M-V/def2-TZVPD" largest_force_ev_per_a=4.55 e_homo_ev=-7.077 e_lumo_ev=-2.4 gap_ev=4.7 de_lowest_ev=11.317 multiplicity=1
C 1.837 -1.231 -1.061 -0.120
C 0.846 -2.078 -1.783 -0.658
C 1.182 -0.170 -0.149 -0.307
N -0.210 -0.069 -0.351 -0.515
C -2.316 0.362 0.825 -0.624
C -0.828 0.699 0.693 -0.108
C -0.731 2.234 0.666 -0.231
O -1.225 2.735 2.191 -0.706
H 2.536 -0.736 -1.727 0.222
H 2.362 -1.959 -0.185 0.031
H 0.198 -2.511 -0.990 0.233
H 0.217 -1.412 -2.396 0.270
H 1.215 -2.971 -2.290 0.220
H 1.664 0.800 -0.276 0.235
H 1.508 -0.476 0.875 0.235
H 2.850 -2.673 0.118 0.102
H -2.341 -0.587 0.287 0.228
H -2.988 1.036 0.265 0.188
H -2.760 0.347 1.827 0.229
H -0.392 0.535 1.728 0.182
H -1.295 2.401 -0.276 0.224
H -1.587 3.035 1.238 0.452
H 0.257 2.688 0.770 0.217